1.
Below is C6H11N2OP in the gas phase in a non-equilibrium geometry, with properties calculated with ωB97M-V/def2-TZVPD.

Structure (XYZ):
```
21
Properties=species:S:1:pos:R:3:forces:R:3:lowdin_charge:R:1
C 0.562049 -2.207009 -0.099116 1.235 -0.356 -1.008 0.053
C 1.274328 -1.038439 -0.288088 0.813 0.598 2.088 -0.272
C -0.826671 -1.823909 -0.235935 0.370 0.027 0.547 -0.543
C 2.741697 -0.746638 -0.083993 -1.574 -0.615 -0.591 -0.003
C 0.720026 1.410687 -0.737437 3.014 -3.652 -0.061 -0.012
C -3.135400 0.421370 0.965232 -3.064 -3.613 -3.760 -0.325
N 0.473457 0.056292 -0.292033 -1.266 -1.145 -0.511 -0.136
N -0.817950 -0.439227 -0.430320 -0.561 -0.072 0.172 -0.261
O -1.881703 -2.418143 -0.130606 -0.403 -0.946 -0.066 -0.031
P -2.284672 0.431390 -0.712098 -0.744 -0.875 -0.105 0.894
H 1.033746 -3.236482 -0.003638 -1.017 1.649 -0.052 0.134
H 3.117903 -0.416842 -1.006583 1.002 -0.403 -1.797 0.064
H 3.160788 -1.671629 0.272629 0.844 0.230 0.284 0.085
H 2.917755 0.179416 0.428999 -0.066 -0.121 1.451 0.071
H -0.018092 1.934034 -0.325702 -3.120 2.704 0.775 0.021
H 1.606739 1.664348 -0.207834 0.965 0.701 0.052 0.080
H 0.881405 1.362600 -1.783889 -0.227 0.919 -1.129 0.099
H -2.633292 0.921140 1.653544 2.397 2.586 2.966 -0.060
H -3.164434 -0.705133 1.316568 -0.679 2.322 -0.730 0.074
H -4.126899 0.996716 0.719760 1.470 -1.558 0.834 0.062
H -2.931839 -0.820435 -1.258410 0.612 1.619 0.642 0.006
```
Forces are in eV/Å.

HOMO level = -8.01 eV
Structure (SMILES) = CPn1c(=O)cc(C)n1C
Energy above the lowest of the compared OMol25 structures with the same formula, charge and spin = 1.794 eV
LUMO level = 0.63 eV
Energy = -761.24656 hartree
Maximum force = 0.118 Eh/bohr
Spin multiplicity = 1
Molar mass = 158.14 g/mol



2.
Below is an isolated ion of composition C6H11N2OS and charge +1 in a non-equilibrium geometry, with properties calculated with ωB97M-V/def2-TZVPD.

Structure (XYZ):
```
21
Properties=species:S:1:pos:R:3:forces:R:3:lowdin_charge:R:1
C -3.141977 0.784987 0.939648 -1.085 -0.347 -0.434 -0.182
C -3.518680 -0.235057 0.043728 1.721 1.490 0.824 -0.312
C -1.154922 0.422856 0.102958 -0.302 -0.461 -1.478 -0.549
C 1.120263 -1.438327 1.187171 2.423 -0.892 -2.331 -0.052
C 1.240968 -0.609899 -0.087127 -3.592 -2.282 -1.984 -0.133
C 0.299628 0.649985 -0.155397 0.829 -2.258 -1.237 -0.491
N -1.856606 1.162968 0.877723 1.177 -0.051 0.561 0.062
N 0.405621 1.150685 -1.724456 -3.913 -1.551 0.415 0.264
O 0.728694 1.678400 0.535983 -0.730 1.659 1.100 0.119
S -2.113145 -0.698534 -0.820056 0.429 -0.119 0.490 1.069
H -3.601430 1.414497 1.702272 -1.206 -0.832 -0.485 0.125
H -4.376293 -0.786742 -0.259026 -0.899 0.146 0.431 0.060
H 1.067372 -0.863304 1.999269 0.316 2.757 3.329 0.044
H 0.295293 -2.019512 1.324378 -2.685 -1.649 -0.607 0.052
H 1.956793 -2.139996 1.341093 -0.055 0.512 -0.390 0.111
H 1.008613 -1.317543 -1.028777 0.329 1.547 1.938 0.168
H 2.213330 -0.306881 -0.237870 2.338 0.942 -0.244 0.083
H -0.247901 0.701824 -2.393957 1.028 -1.329 0.304 0.152
H 1.322345 1.160920 -2.042831 2.052 0.535 -0.980 0.129
H -0.152069 1.972057 -1.776106 0.626 2.299 0.590 0.148
H 1.667972 1.745437 0.592927 1.200 -0.116 0.186 0.132
```
Forces are in eV/Å.

HOMO level = -13.13 eV
Structure (SMILES) = CC[C@]([NH3+])(O)c1nccs1
Energy above the lowest of the compared OMol25 structures with the same formula, charge and spin = 1.467 eV
Net charge = +1
LUMO level = -3.35 eV
Energy = -817.86091 hartree
Maximum force = 0.091 Eh/bohr
Spin multiplicity = 1
Molar mass = 159.23 g/mol



3.
Below is C6H11N2P as an isolated structure in a non-equilibrium geometry, with properties calculated with ωB97M-V/def2-TZVPD.

Structure (XYZ):
```
20
Properties=species:S:1:pos:R:3:forces:R:3:lowdin_charge:R:1
C 3.207608 0.264516 0.715289 0.821 -1.204 -1.004 -0.199
C 1.911560 0.045119 0.996760 -1.527 -0.043 1.880 -0.173
C 2.082638 0.714448 -1.026959 -0.096 0.239 -0.664 -0.260
C -1.320431 -1.686558 -0.447181 -1.796 -3.276 -3.704 -0.170
C -1.470658 -0.440661 0.296432 -0.311 2.117 0.969 -0.334
C -0.672692 0.632375 -0.490481 2.887 -0.178 5.663 -0.368
N 3.342119 0.607388 -0.597376 -1.080 0.938 -0.981 0.041
N 1.168598 0.355911 -0.095248 -2.404 0.374 -1.354 -0.036
P -0.925998 2.395901 0.012861 -2.329 -0.439 -0.735 0.854
H 4.050839 -0.126624 1.249256 0.250 0.416 0.447 0.090
H 1.504502 -0.232040 1.948910 -0.351 -0.215 0.097 0.096
H 1.670948 1.101554 -1.976468 0.937 -0.375 0.373 0.116
H -1.995651 -2.575555 -0.150521 1.323 1.412 0.034 0.100
H -0.298495 -1.999622 -0.620040 0.303 -0.267 0.614 0.062
H -1.662948 -1.573132 -1.623482 0.508 0.177 2.791 0.132
H -2.568034 -0.170872 0.270307 1.123 0.146 0.222 0.123
H -1.131274 -0.434835 1.382683 -0.461 -0.272 -1.325 0.127
H -0.672570 0.289919 -1.454008 0.226 0.245 -2.791 0.041
H 0.145228 2.818586 -0.661839 1.528 0.905 -0.699 -0.143
H -0.451603 2.565365 1.316654 0.450 -0.700 0.168 -0.099
```
Forces are in eV/Å.

HOMO level = -8.37 eV
Energy above the lowest of the compared OMol25 structures with the same formula, charge and spin = 1.587 eV
LUMO level = 0.67 eV
Energy = -685.96694 hartree
Maximum force = 0.124 Eh/bohr
Spin multiplicity = 1
Molar mass = 142.14 g/mol



4.
Below is an isolated ion of composition C6H11N2S and charge +1 in a non-equilibrium geometry, with properties calculated with ωB97M-V/def2-TZVPD.

Structure (XYZ):
```
20
Properties=species:S:1:pos:R:3:forces:R:3:lowdin_charge:R:1
C -0.732415 -1.639843 -0.738125 -1.513 -1.645 -1.290 -0.020
C 0.867900 -0.537349 0.310168 -4.824 3.755 -0.464 -0.215
C -0.422952 0.282425 0.224933 4.560 -1.687 0.969 -0.169
C -0.522844 1.731846 0.415068 0.633 0.826 1.393 -0.009
C -2.671511 -0.043242 -0.675519 -1.763 -0.355 0.006 0.013
C 2.119290 -0.017064 0.837335 1.539 0.605 1.152 -0.516
N 0.551232 -1.679662 -0.339771 -0.220 -0.037 -0.565 0.133
N -1.358775 -0.462021 -0.364284 3.759 -2.837 -0.524 -0.081
S 3.505967 -0.099578 -0.361048 0.919 1.008 0.373 0.696
H -1.156596 -2.515737 -1.353335 0.380 1.870 1.278 0.189
H -0.240556 2.182852 -0.532315 -0.529 0.394 -0.256 0.109
H -1.468777 2.131969 0.859892 0.826 -0.413 -0.569 0.115
H 0.328996 2.022511 1.070915 -0.860 -0.022 -0.192 0.090
H -2.684318 1.055276 -0.922632 -0.133 -1.487 -0.480 0.130
H -3.030528 -0.845895 -1.354522 -0.219 1.417 -0.340 0.120
H -3.303332 -0.183466 0.205124 0.093 0.237 0.126 0.115
H 2.029061 0.979545 1.330579 -0.349 -0.485 -1.080 0.094
H 2.468783 -0.570197 1.683680 -0.016 -0.922 0.533 0.069
H 1.231621 -2.393142 -0.685083 -0.923 0.706 0.686 0.209
H 4.489748 0.600777 0.388932 -1.359 -0.927 -0.756 -0.072
```
Forces are in eV/Å.

HOMO level = -12.57 eV
Structure (SMILES) = Cc1c(CS)[nH]c[n+]1C
Energy above the lowest of the compared OMol25 structures with the same formula, charge and spin = 1.707 eV
Net charge = +1
LUMO level = -3.14 eV
Energy = -742.64669 hartree
Maximum force = 0.119 Eh/bohr
Spin multiplicity = 1
Molar mass = 143.24 g/mol



5.
Below is a 2-piece molecular cluster, C6H11N2S overall in a non-equilibrium geometry, with properties calculated with ωB97M-V/def2-TZVPD.

Structure (XYZ):
```
20
Properties=species:S:1:pos:R:3:forces:R:3:lowdin_charge:R:1
C -1.313856 -3.069125 -0.215038 0.474 0.230 -0.386 -0.134
C -2.472657 -2.206487 -0.057277 -0.065 -1.006 0.464 -0.342
C -0.354084 -1.228167 -1.024976 -3.139 1.927 0.504 -0.496
C -0.127034 1.068066 -1.944272 0.390 0.957 4.888 -0.061
C 0.198447 0.945168 1.577365 -2.828 -0.868 2.465 -0.187
C 0.473467 -0.268128 -1.532830 -1.209 0.193 0.540 -0.006
N -0.225319 -2.470526 -0.719968 -0.508 -2.292 0.634 0.076
N 1.263385 0.116069 1.028555 -0.390 1.908 -0.459 -0.022
S -2.122776 -0.663475 -0.539685 0.950 -0.854 -0.506 1.100
H -1.227325 -4.160896 -0.008487 -0.459 1.143 -0.006 0.139
H -3.501844 -2.489780 0.368462 1.900 0.405 -0.757 0.124
H 0.543619 1.951106 -1.610069 -1.035 -1.417 -0.062 0.133
H 0.012002 1.129997 -2.935807 -0.120 0.153 -3.982 0.041
H -1.232344 1.269534 -1.586431 2.503 -0.498 -0.965 0.088
H 0.003521 0.951399 2.727217 0.960 -0.752 -1.605 0.107
H 0.225676 2.058224 1.490875 0.265 -1.021 -1.113 0.090
H -0.803722 0.449354 1.236345 1.294 1.490 0.266 0.033
H 1.473235 -0.656464 -1.721004 0.074 0.676 -0.286 0.145
H 1.918024 0.765187 0.618548 0.768 -0.528 0.274 0.078
H 1.670010 -0.567604 1.647124 0.174 0.155 0.091 0.095
```
Forces are in eV/Å.

HOMO level = -13.11 eV
Energy above the lowest of the compared OMol25 structures with the same formula, charge and spin = 4.170 eV
Net charge = +1
LUMO level = -6.19 eV
Energy = -742.55616 hartree
Maximum force = 0.097 Eh/bohr
Spin multiplicity = 1
Molar mass = 143.24 g/mol



6.
Below is an isolated ion of composition C6H11N2S2 and charge +1 in a non-equilibrium geometry, with properties calculated with ωB97M-V/def2-TZVPD.

Structure (XYZ):
```
21
Properties=species:S:1:pos:R:3:forces:R:3:lowdin_charge:R:1
C -1.238330 -0.078674 0.309656 2.394 0.691 -0.949 -0.672
C 1.025437 -0.677889 -1.343163 1.942 -0.729 -0.536 0.002
C 0.913506 -1.048680 0.139911 -1.817 1.146 -0.473 -0.377
C 0.848116 0.398850 -0.307167 2.617 1.452 0.754 -0.557
C 1.986384 -1.644296 1.027928 -3.416 -0.077 -0.934 0.020
C -3.350322 1.711087 0.134465 -0.606 -1.219 1.046 -0.276
N -0.485928 -1.169120 0.569107 -2.936 -1.914 -0.079 0.106
N -0.482488 0.898165 -0.185432 0.509 0.361 0.617 0.090
S 2.321434 1.534920 0.436180 -2.361 -1.477 -1.776 0.782
S -2.881788 -0.044867 0.355345 -2.289 -0.152 0.355 1.073
H 2.051344 -0.824013 -1.765654 -0.848 0.262 0.612 0.132
H 0.295446 -0.967433 -2.129055 0.070 0.553 1.023 0.139
H 2.194707 -2.571769 0.622954 0.668 -2.154 -0.461 0.074
H 1.596568 -1.729195 2.013062 -0.126 -0.044 0.901 0.096
H 2.808938 -1.058974 0.987743 2.650 1.839 0.067 0.021
H -4.253527 1.623545 -0.444783 -0.489 0.169 0.007 0.047
H -2.679574 2.286953 -0.430602 1.008 0.657 -0.651 0.021
H -3.529634 2.117288 1.132695 0.003 0.100 -0.349 0.064
H -1.121972 -2.028168 0.496585 1.962 1.026 0.502 0.196
H -0.743206 1.849097 -0.472984 0.110 -0.944 0.412 0.165
H 2.879473 1.066191 -0.674685 0.953 0.457 -0.088 -0.145
```
Forces are in eV/Å.

HOMO level = -13.03 eV
Energy above the lowest of the compared OMol25 structures with the same formula, charge and spin = 2.451 eV
Net charge = +1
LUMO level = -3.29 eV
Energy = -1140.80153 hartree
Maximum force = 0.069 Eh/bohr
Spin multiplicity = 1
Molar mass = 175.30 g/mol



Among the records above, which one has the lowest HOMO level?
C6H11N2OS